Molecular formula: C9H23N2O5P2
Method: DFT, ωB97M-V with the def2-TZVPD basis set

```
41
Properties=species:S:1:pos:R:3
C 0.36 2.09 5.32
C -0.72 2.87 4.48
C -0.24 3.33 3.03
N -0.87 2.63 1.91
P -0.35 0.92 1.71
O -1.53 0.54 0.48
C -0.90 0.34 -0.82
C 0.64 0.17 -0.45
P 1.91 0.24 -1.84
N 3.33 -0.60 -1.21
O 2.38 1.89 -1.93
O 0.86 1.24 0.46
H 0.94 1.35 4.73
H -0.17 1.51 6.13
H 1.06 2.83 5.79
H -0.95 3.81 5.07
H -1.70 2.32 4.44
H 0.88 3.36 2.95
H -0.56 4.41 2.95
H -1.88 2.63 2.05
H -1.29 0.61 2.79
H 0.73 1.19 2.64
H 0.05 -0.48 1.91
H -1.08 1.33 -1.31
H -1.30 -0.50 -1.43
H 0.75 -0.88 -0.08
H 3.61 -0.14 -0.32
H 3.07 -1.55 -0.92
H 3.17 1.96 -1.37
O 0.48 -3.40 -1.68
C -0.15 -3.24 -2.68
O -0.60 -2.03 -3.10
C -1.42 -2.19 -4.27
C -1.00 -3.51 -4.87
C -0.61 -4.31 -3.63
H -2.47 -2.18 -3.96
H -1.24 -1.35 -4.95
H -1.78 -3.98 -5.47
H -0.12 -3.37 -5.50
H -1.47 -4.83 -3.20
H 0.19 -5.02 -3.84
```

Its orbital gap is 5.8 eV. The LUMO energy comes out at 2.54 eV. Its total charge is -1.

---

Molecular formula: C17H33N2O3
Method: DFT, ωB97M-V with the def2-TZVPD basis set

```
55
Properties=species:S:1:pos:R:3
C -1.98 -5.14 1.27
N -0.82 -4.92 0.42
C -0.74 -5.85 -0.72
C -0.53 -3.58 0.22
O -0.78 -2.76 1.09
C 0.15 -3.08 -1.04
C -0.73 -2.19 -1.93
C -1.36 -2.85 -3.15
C -2.63 -3.43 -2.50
O -3.01 -2.43 -1.57
C -1.99 -1.57 -1.34
O -2.15 -0.49 -0.80
H -2.90 -4.80 0.80
H -2.07 -6.19 1.47
H -1.88 -4.63 2.21
H -1.63 -6.47 -0.73
H 0.09 -6.53 -0.57
H -0.68 -5.38 -1.69
H 0.56 -3.87 -1.65
H 0.98 -2.49 -0.71
H -0.08 -1.40 -2.28
H -1.73 -2.02 -3.74
H -0.79 -3.57 -3.71
H -3.43 -3.66 -3.17
H -2.34 -4.32 -1.95
C -0.33 0.74 2.45
C 0.57 0.77 1.22
C 1.80 1.68 1.34
C 1.59 3.08 1.89
N 1.03 4.16 0.97
C 2.12 5.09 0.50
C 2.78 4.34 -0.65
C 1.61 3.62 -1.34
C 0.45 3.66 -0.34
C -0.01 4.93 1.72
H -0.73 1.73 2.70
H -1.19 0.10 2.25
H 0.20 0.35 3.32
H -0.03 1.01 0.34
H 0.93 -0.25 1.04
H 2.34 1.71 0.39
H 2.49 1.21 2.04
H 2.55 3.47 2.24
H 0.94 3.05 2.77
H 1.64 6.00 0.16
H 2.79 5.31 1.33
H 3.50 3.62 -0.26
H 3.32 5.02 -1.31
H 1.88 2.61 -1.62
H 1.32 4.13 -2.26
H -0.07 2.73 -0.19
H -0.28 4.40 -0.65
H 0.46 5.35 2.61
H -0.81 4.25 1.99
H -0.39 5.72 1.08
```

Its orbital gap is 9.3 eV. The LUMO energy comes out at -2.14 eV. The energy above the lowest of the compared OMol25 structures with the same formula, charge and spin comes out at 0.338 eV. Its total charge is +1.

---

Molecular formula: C27H45NOP2RuSi
Method: DFT, ωB97M-V with the def2-TZVPD basis set

```
78
Properties=species:S:1:pos:R:3
Ru -0.10 0.21 0.36
C -3.09 -1.62 -1.99
C -1.62 -1.97 -2.17
C -1.42 -3.37 -2.77
P -0.68 -1.78 -0.61
C -1.42 -2.60 0.86
C -2.36 -1.59 1.55
C -2.10 -3.95 0.62
C 1.04 -2.28 -0.79
C 1.53 -3.57 -0.75
C 2.90 -3.79 -0.75
C 3.77 -2.71 -0.77
C 3.30 -1.40 -0.82
C 1.93 -1.20 -0.85
N 1.32 0.10 -0.87
C 1.66 1.08 -1.84
C 2.64 0.91 -2.81
C 2.87 1.93 -3.74
C 2.13 3.09 -3.72
C 1.12 3.25 -2.79
C 0.88 2.24 -1.86
P -0.45 2.28 -0.65
C -1.93 2.89 -1.53
C -3.11 3.16 -0.59
C -2.32 1.93 -2.65
C 0.05 3.47 0.66
C 1.56 3.42 0.91
C -0.71 3.27 1.97
H -3.56 -1.53 -2.97
H -3.62 -2.41 -1.45
H -3.25 -0.69 -1.45
H -1.14 -1.23 -2.83
H -1.83 -4.14 -2.13
H -1.95 -3.41 -3.72
H -0.37 -3.59 -2.97
H -0.55 -2.75 1.51
H -3.28 -1.44 0.98
H -2.62 -1.94 2.55
H -1.89 -0.60 1.68
H -3.00 -3.85 0.01
H -1.43 -4.67 0.15
H -2.40 -4.36 1.58
H 0.86 -4.42 -0.71
H 3.29 -4.80 -0.72
H 4.84 -2.88 -0.74
H 3.98 -0.57 -0.80
H 3.21 0.00 -2.87
H 3.64 1.79 -4.48
H 2.31 3.87 -4.45
H 0.51 4.14 -2.80
H -1.61 3.84 -1.98
H -3.36 2.28 0.00
H -2.91 3.99 0.09
H -3.98 3.43 -1.18
H -2.71 1.01 -2.23
H -3.11 2.38 -3.25
H -1.49 1.69 -3.30
H -0.22 4.44 0.22
H 1.88 2.43 1.24
H 2.14 3.70 0.04
H 1.80 4.12 1.71
H -0.43 2.33 2.45
H -0.43 4.08 2.66
H -1.79 3.30 1.86
C 2.92 -0.43 3.54
Si 1.08 -0.28 3.64
C 0.55 1.17 4.67
C 0.29 -1.85 4.23
O 0.52 0.01 2.06
H 3.31 -0.73 4.52
H 3.42 0.49 3.27
H 3.23 -1.20 2.83
H 0.87 0.98 5.70
H -0.53 1.33 4.69
H 1.02 2.10 4.35
H 0.52 -1.95 5.30
H 0.70 -2.73 3.73
H -0.80 -1.87 4.14
```

Its orbital gap (alpha / beta) is 6.4 / 6.7 eV. The LUMO energy (alpha / beta) comes out at -8.08 / -7.61 eV. Its total charge is +2.

---

Molecular formula: H5O2PSSi
Method: DFT, ωB97M-V with the def2-TZVPD basis set

```
10
Properties=species:S:1:pos:R:3
O -0.21 -4.23 -0.46
O 1.12 0.73 -0.85
Si -0.08 1.24 0.13
P -0.89 -2.95 -1.16
S -2.26 -2.32 0.07
H -0.51 -4.51 0.41
H 1.40 1.23 -1.61
H 0.19 2.60 0.59
H -1.37 1.22 -0.58
H 0.01 0.26 1.20
```

Its orbital gap is 8.7 eV. The LUMO energy comes out at -0.80 eV. The energy above the lowest of the compared OMol25 structures with the same formula, charge and spin comes out at 0.058 eV. Its total charge is 0. Its SMILES is O[SiH3].OP=S.

---

Number 1: E_tot -1525.122298 hartree. Number 2: E_tot -1002.557567 hartree. Number 3: E_tot -2252.453534 hartree. Number 4: E_tot -1182.551117 hartree.